The following is a DFT calculation (ωB97M-V/def2-TZVPD) of a cluster of 7 separate species, C50H42N6O18S in total.

```
117
C50H42N6O18S (ωB97M-V/def2-TZVPD)
C -0.9200 -7.3756 -1.5922
S -0.2213 -5.8842 -2.5042
O 0.3079 -6.4562 -3.8172
O 0.8570 -5.2541 -1.6656
C -1.5803 -4.6974 -2.9863
C -2.9471 -5.1209 -2.9006
C -4.0983 -4.0843 -3.3565
O -5.1102 -4.5606 -3.9268
C -3.8121 -2.5504 -3.0771
C -4.9722 -1.5766 -2.7284
C -6.5115 -1.9641 -2.5921
C -7.1068 -2.1982 -4.1963
C -8.7991 -2.1689 -4.3082
O -7.8459 -3.4811 -4.4331
C -4.5771 -0.0728 -2.4508
C -3.0750 0.3855 -2.5238
C -1.9194 -0.5964 -2.8590
O -0.5437 -0.1900 -2.8847
C -2.3068 -2.0760 -3.1444
C -1.2035 -3.2032 -3.4810
O -0.1163 -2.9494 -4.0608
H -1.2154 -8.1615 -2.3703
H -0.1000 -7.8678 -0.9422
H -1.7929 -7.0314 -0.9284
H -3.2497 -6.1609 -2.5283
H -6.6398 -2.9660 -2.0659
H -7.1211 -1.1070 -2.1572
H -6.4802 -1.6988 -5.0937
H -8.6380 -1.3814 -5.1720
H -9.4779 -2.7928 -4.9676
H -5.4172 0.6575 -2.1751
H -2.8136 1.4710 -2.2872
H -0.4794 0.6434 -3.4020
O 1.1297 4.3532 -2.6893
N 0.4263 3.7737 -1.8740
O -0.7900 3.6620 -1.9651
C 1.0819 3.1773 -0.7081
C 2.4601 3.3146 -0.5489
C 3.0752 2.7675 0.5718
C 2.3176 2.0865 1.5199
C 0.9433 1.9434 1.3508
C 0.3187 2.4896 0.2345
H 3.0628 3.8427 -1.2799
H 4.1465 2.8745 0.7087
H 2.8007 1.6658 2.3963
H 0.3586 1.4089 2.0920
H -0.7532 2.3738 0.1161
O -4.4642 0.2749 0.1881
N -5.2683 0.5873 1.0579
O -6.0607 -0.1855 1.5771
C -5.2843 1.9833 1.5015
C -4.4219 2.9036 0.9073
C -4.4570 4.2330 1.3147
C -5.3438 4.6339 2.3098
C -6.1952 3.7081 2.9065
C -6.1691 2.3770 2.5036
H -3.7261 2.6042 0.1308
H -3.7946 4.9586 0.8540
H -5.3724 5.6737 2.6214
H -6.8823 4.0259 3.6837
H -6.8398 1.6663 2.9743
O 4.0017 -8.4101 -10.6596
N 2.8688 -8.1667 -10.2663
O 1.8527 -8.3682 -10.9169
C 2.7198 -7.5909 -8.9277
C 3.8553 -7.3116 -8.1687
C 3.7099 -6.7426 -6.9076
C 2.4400 -6.4611 -6.4117
C 1.3094 -6.7518 -7.1703
C 1.4450 -7.3182 -8.4335
H 4.8502 -7.5259 -8.5434
H 4.5875 -6.5151 -6.3112
H 2.3303 -6.0118 -5.4291
H 0.3224 -6.5326 -6.7768
H 0.5564 -7.5369 -9.0157
O 3.5854 2.6694 4.7135
N 4.7331 2.3847 4.3954
O 5.4254 3.0506 3.6373
C 5.3139 1.1626 4.9554
C 4.5441 0.3572 5.7933
C 5.0910 -0.8149 6.3038
C 6.3969 -1.1729 5.9813
C 7.1643 -0.3590 5.1522
C 6.6248 0.8136 4.6347
H 3.5257 0.6239 6.0525
H 4.4978 -1.4520 6.9514
H 6.8188 -2.0918 6.3774
H 8.1826 -0.6418 4.9067
H 7.2319 1.4372 3.9874
O 6.1040 10.6062 -1.0276
N 5.0587 10.2123 -1.5260
O 4.4534 10.7944 -2.4148
C 4.4908 8.9601 -1.0200
C 5.1304 8.2850 0.0185
C 4.5747 7.1091 0.5119
C 3.3936 6.6141 -0.0333
C 2.7650 7.2872 -1.0772
C 3.3120 8.4654 -1.5751
H 6.0509 8.6603 0.4519
H 5.0608 6.5790 1.3246
H 2.9599 5.6993 0.3582
H 1.8459 6.8947 -1.5001
H 2.8110 8.9821 -2.3865
O 1.7733 -1.0433 6.7625
N 0.8517 -1.3735 7.4984
O 0.3522 -2.4880 7.5220
C 0.3086 -0.3621 8.4084
C 0.8260 0.9324 8.3862
C 0.2909 1.8953 9.2351
C -0.7480 1.5628 10.0996
C -1.2533 0.2659 10.1244
C -0.7265 -0.7031 9.2770
H 1.6352 1.2047 7.7175
H 0.6818 2.9074 9.2212
H -1.1670 2.3187 10.7571
H -2.0613 0.0118 10.8024
H -1.1312 -1.7090 9.3038
```

Computed properties:
Molar mass: 1046.98 g mol⁻¹
HOMO energy: -8.4 eV
Structure (SMILES): CS(=O)(=O)C1=CC(=O)c2c(C[C@@H]3CO3)ccc(O)c2C1=O.O=[N+]([O-])c1ccccc1.O=[N+]([O-])c1ccccc1.O=[N+]([O-])c1ccccc1.O=[N+]([O-])c1ccccc1.O=[N+]([O-])c1ccccc1.O=[N+]([O-])c1ccccc1
E_LUMO: -1.778 eV



The following is a DFT calculation (ωB97M-V/def2-TZVPD) of a structure of composition C50H42NNiO6P2SSi.

```
104
C50H42NNiO6P2SSi (ωB97M-V/def2-TZVPD)
Ni 0.6518 -0.5976 -0.0093
C 2.9602 -2.3320 2.1978
Si 1.5304 -1.1858 1.9496
C 0.0940 -2.0039 2.8674
C 0.0093 -2.1532 4.2593
C -1.1051 -2.7306 4.8477
C -2.1549 -3.1987 4.0548
C -2.0786 -3.0885 2.6765
C -0.9610 -2.4841 2.0997
P -0.6871 -2.2916 0.3131
C -2.3314 -2.0204 -0.4193
C -3.1894 -1.1164 0.2034
C -4.3628 -0.7169 -0.4199
C -4.6840 -1.2065 -1.6792
C -3.8299 -2.0966 -2.3147
C -2.6539 -2.4997 -1.6899
C -0.1758 -3.9563 -0.2354
C 1.1829 -4.1727 -0.4398
C 1.6555 -5.4354 -0.7838
C 0.7652 -6.4876 -0.9331
C -0.5955 -6.2790 -0.7344
C -1.0637 -5.0204 -0.3863
C 1.8918 0.4288 2.8185
C 2.9423 0.5534 3.7344
C 3.2363 1.7701 4.3380
C 2.4760 2.8900 4.0355
C 1.4331 2.7902 3.1255
C 1.1484 1.5774 2.5078
P -0.2081 1.4022 1.2751
C -1.6399 1.8071 2.3877
C -2.1171 3.1087 2.5520
C -3.1319 3.3902 3.4570
C -3.6908 2.3745 4.2228
C -3.2222 1.0764 4.0759
C -2.2072 0.7981 3.1680
C -0.0664 2.8976 0.2355
C -1.1786 3.3696 -0.4613
C -1.0658 4.4495 -1.3290
C 0.1682 5.0519 -1.5327
C 1.2826 4.5792 -0.8525
C 1.1680 3.5118 0.0295
H 3.1066 -2.4500 3.2772
H 3.8952 -1.9724 1.7581
H 2.7394 -3.3178 1.7804
H 0.8092 -1.7788 4.8919
H -1.1675 -2.8118 5.9263
H -3.0267 -3.6468 4.5152
H -2.8917 -3.4525 2.0582
H -2.9399 -0.7052 1.1737
H -5.0143 -0.0073 0.0741
H -5.5898 -0.8798 -2.1738
H -4.0663 -2.4638 -3.3047
H -1.9872 -3.1821 -2.2043
H 1.8769 -3.3498 -0.3348
H 2.7161 -5.5855 -0.9417
H 1.1283 -7.4700 -1.2090
H -1.2940 -7.0979 -0.8513
H -2.1257 -4.8672 -0.2322
H 3.5520 -0.3105 3.9784
H 4.0626 1.8432 5.0348
H 2.7006 3.8443 4.4965
H 0.8477 3.6696 2.8830
H -1.7008 3.9124 1.9578
H -3.4827 4.4097 3.5613
H -4.4830 2.5957 4.9275
H -3.6417 0.2717 4.6684
H -1.8454 -0.2201 3.0861
H -2.1434 2.8875 -0.3414
H -1.9281 4.7952 -1.8854
H 0.2585 5.8587 -2.2500
H 2.2559 5.0211 -1.0261
H 2.0551 3.1230 0.5115
O 5.2550 1.1379 -2.8483
C 4.5568 -0.0015 -2.8515
C 4.7973 -0.9360 -3.8665
C 4.1116 -2.1363 -3.8901
C 3.1773 -2.4491 -2.8979
C 2.9407 -1.5067 -1.9139
C 3.5845 -0.2776 -1.8790
C 3.2123 0.7579 -0.8608
O 3.9607 1.7446 -0.7547
O 2.1386 0.6439 -0.1651
H 4.9187 1.6404 -2.0547
H 5.5231 -0.6889 -4.6304
H 4.3074 -2.8406 -4.6910
H 2.6593 -3.3997 -2.9019
H 2.2429 -1.6326 -1.0965
N -0.0903 -0.2869 -1.9850
C -0.4412 0.9192 -2.7036
C 0.5154 1.7701 -3.2134
C 0.1076 2.9367 -3.8576
C -1.2413 3.2450 -4.0073
C -2.1861 2.3414 -3.5203
C -1.7900 1.1954 -2.8615
S -1.7955 4.7303 -4.8238
O -2.8621 5.2010 -3.9457
O -2.2586 4.2966 -6.1302
O -0.6144 5.5805 -4.8477
H -0.9035 -0.8907 -2.0020
H 0.6579 -0.7966 -2.4479
H 1.5693 1.5500 -3.0742
H 0.8400 3.6444 -4.2261
H -3.2377 2.5816 -3.6244
H -2.5264 0.5111 -2.4448
```

Computed properties:
Molar mass: 933.68 g mol⁻¹
HOMO energy (alpha / beta): -5.4 / -5.4 eV
Charge: -1
Energy above the lowest of the compared OMol25 structures with the same formula, charge and spin: 0.266 eV
E_LUMO (alpha / beta): 1.788 / 1.788 eV



The following is a DFT calculation (ωB97M-V/def2-TZVPD) of a structure of composition C50H43F6N3S.

```
103
C50H43F6N3S (ωB97M-V/def2-TZVPD)
C 0.0917 1.0554 1.5688
C -0.0076 1.0459 0.0043
C 0.8029 0.0251 -0.7317
C 0.7625 -0.0575 -2.2195
C -0.0580 0.8973 -2.9778
C -0.8792 1.9274 -2.3075
C -0.8306 1.9539 -0.8171
C -1.7601 3.0385 -0.1071
C -3.1673 2.3126 0.0988
C -4.0275 2.2758 -1.0961
C -5.3744 1.5854 -1.0730
C -5.8043 0.9355 0.1760
N -7.1044 0.2504 0.1442
C -4.9397 0.9867 1.4029
N -5.2179 0.4130 2.6409
S -3.9031 0.7975 3.6090
N -2.8611 1.6465 2.5958
C -3.5670 1.6824 1.4037
H 1.1627 0.7774 1.8183
H -0.0067 2.1351 1.8988
H -0.6429 0.3855 2.0855
H 1.4311 -0.7154 -0.1749
H 1.3818 -0.8773 -2.6756
H -0.1161 0.8493 -4.0955
H -1.4936 2.6305 -2.9213
H -1.9706 3.8712 -0.8363
H -1.3211 3.4057 0.8552
H -3.6848 2.7634 -2.0388
H -5.9717 1.5784 -2.0155
H -7.6088 0.7043 -0.6264
H -6.9459 -0.7416 -0.0813
F -8.8607 3.6290 8.0992
C -8.2423 2.9359 7.1269
C -8.9735 2.0513 6.3542
C -8.3364 1.3382 5.3462
C -6.9733 1.5099 5.1297
C -6.2486 2.3988 5.9168
C -6.8872 3.1208 6.9183
H -10.0329 1.9242 6.5427
H -8.9013 0.6483 4.7304
H -6.4797 0.9516 4.3487
H -5.1854 2.5297 5.7505
H -6.3405 3.8237 7.5351
F 1.4993 -3.7461 -3.1528
C 0.5234 -4.3186 -2.4259
C -0.1948 -5.3715 -2.9639
C -1.1995 -5.9652 -2.2098
C -1.4804 -5.4921 -0.9323
C -0.7543 -4.4300 -0.4060
C 0.2574 -3.8431 -1.1549
H 0.0331 -5.7206 -3.9636
H -1.7636 -6.7956 -2.6177
H -2.2676 -5.9534 -0.3466
H -0.9763 -4.0590 0.5877
H 0.8392 -3.0207 -0.7581
F 0.8548 -0.6274 -5.7755
C 1.9980 -0.1592 -6.3083
C 1.9591 0.5025 -7.5228
C 3.1395 0.9903 -8.0698
C 4.3443 0.8013 -7.4011
C 4.3699 0.1300 -6.1834
C 3.1888 -0.3485 -5.6306
H 1.0121 0.6328 -8.0324
H 3.1204 1.5169 -9.0167
H 5.2654 1.1787 -7.8309
H 5.3067 -0.0200 -5.6667
H 3.1881 -0.8660 -4.6789
F 6.5331 0.1455 -3.9711
C 7.3880 1.1798 -3.8594
C 8.6595 1.0694 -4.3938
C 9.5394 2.1386 -4.2826
C 9.1409 3.2999 -3.6299
C 7.8624 3.3958 -3.0934
C 6.9773 2.3313 -3.2132
H 8.9544 0.1534 -4.8915
H 10.5352 2.0665 -4.7035
H 9.8300 4.1319 -3.5397
H 7.5543 4.2998 -2.5813
H 5.9740 2.3911 -2.8090
F 11.4424 1.7961 -1.8167
C 11.6579 0.4884 -1.5987
C 10.5824 -0.3390 -1.3277
C 10.8040 -1.6926 -1.1073
C 12.0984 -2.2001 -1.1501
C 13.1704 -1.3570 -1.4186
C 12.9494 -0.0050 -1.6501
H 9.5824 0.0766 -1.2907
H 9.9687 -2.3515 -0.9018
H 12.2704 -3.2559 -0.9736
H 14.1789 -1.7526 -1.4478
H 13.7714 0.6653 -1.8694
F -7.3155 -4.3105 7.4413
C -8.1801 -3.3282 7.7482
C -9.4934 -3.6485 8.0436
C -10.3855 -2.6333 8.3655
C -9.9565 -1.3103 8.3776
C -8.6355 -1.0017 8.0741
C -7.7397 -2.0168 7.7626
H -9.8107 -4.6839 8.0210
H -11.4146 -2.8730 8.6061
H -10.6549 -0.5184 8.6247
H -8.3035 0.0295 8.0798
H -6.7047 -1.7958 7.5320
```

Computed properties:
Molar mass: 831.97 g mol⁻¹
HOMO energy: -8.1 eV
E_LUMO: -1.051 eV



The following is a DFT calculation (ωB97M-V/def2-TZVPD) of a structure of composition C50H44N6O2P2Pt.

```
105
C50H44N6O2P2Pt (ωB97M-V/def2-TZVPD)
Pt 0.8913 0.2018 0.2041
C -2.9043 -1.1633 -3.1849
O -3.2712 -0.5160 -1.9330
C -2.1296 -0.2620 -1.2857
N -1.0424 -0.6689 -1.8050
C -1.4158 -1.4979 -2.9473
C -0.4358 -1.4368 -4.0783
C -0.8042 -1.8037 -5.3438
C 0.1690 -1.9665 -6.3401
C 1.5584 -1.8257 -6.1049
C 1.9623 -1.4573 -4.8677
C 1.0045 -1.1613 -3.7789
C -2.2556 0.3774 0.0552
C -3.5167 0.7745 0.4590
C -3.6995 1.2687 1.7406
C -2.6016 1.3513 2.5707
C -1.3561 0.9565 2.0986
N -1.1653 0.4637 0.8586
C -0.1756 1.1191 2.9984
N 1.0294 0.9356 2.6469
C 1.8639 1.3184 3.8211
C 0.8236 1.5335 4.9411
O -0.4629 1.5092 4.2335
C 2.9626 0.3454 4.1876
C 3.5377 0.4352 5.4528
C 4.5765 -0.4094 5.8155
C 5.0588 -1.3487 4.9137
C 4.4944 -1.4384 3.6514
C 3.4536 -0.5903 3.2910
H -3.0808 -0.4567 -3.9968
H -3.5409 -2.0334 -3.3084
H -1.3241 -2.5519 -2.6255
H -1.8383 -2.0179 -5.5862
H -0.1609 -2.2370 -7.3397
H 2.2639 -2.0124 -6.9038
H 3.0192 -1.3254 -4.6518
H 0.4398 0.4350 -2.5469
H -4.3479 0.6778 -0.2251
H -4.6796 1.5746 2.0821
H -2.6848 1.7189 3.5839
H 2.3333 2.2785 3.5708
H 0.8985 2.4886 5.4503
H 0.8124 0.7236 5.6663
H 3.1858 1.1689 6.1711
H 5.0091 -0.3329 6.8041
H 5.8731 -2.0025 5.1971
H 4.8657 -2.1710 2.9438
H 3.0105 -0.6687 2.3080
N 2.6987 -1.7856 -0.7390
P 2.8183 -0.1260 -0.7650
C 4.5001 0.2787 -0.3979
C 5.5052 -0.2075 -1.2486
C 6.8288 0.0509 -0.9475
C 7.1518 0.7951 0.1878
C 6.1585 1.2774 1.0247
C 4.8246 1.0233 0.7342
C 2.5126 0.5780 -2.4995
C 3.3086 1.6279 -2.8706
C 2.9997 2.4287 -3.9902
C 1.8467 2.2488 -4.7680
C 1.0134 1.2337 -4.4252
C 1.2639 0.3281 -3.2920
P 1.2078 -2.1241 0.0409
C 1.3985 -2.8422 1.6568
C 2.1438 -4.0181 1.8290
C 2.2133 -4.6214 3.0693
C 1.5067 -4.0817 4.1428
C 0.7408 -2.9385 3.9740
C 0.6857 -2.3196 2.7337
C 0.5661 -3.4903 -0.9491
C -0.5474 -4.1666 -0.4388
C -1.0576 -5.2715 -1.1031
C -0.4576 -5.7168 -2.2745
C 0.6506 -5.0556 -2.7862
C 1.1558 -3.9369 -2.1342
H 3.4508 -2.4416 -0.9209
H 5.2658 -0.7939 -2.1317
H 7.6138 -0.3237 -1.5910
H 8.1907 0.9941 0.4170
H 6.4179 1.8480 1.9066
H 4.0495 1.3843 1.3990
H 4.1956 1.8689 -2.2982
H 3.6844 3.2312 -4.2514
H 1.6427 2.8961 -5.6108
H 0.1183 1.0537 -5.0150
H 1.2562 -1.7546 -2.8931
H 2.6764 -4.4626 0.9937
H 2.7966 -5.5226 3.2040
H 1.5411 -4.5714 5.1075
H 0.1811 -2.5367 4.8089
H 0.0782 -1.4380 2.5994
H -1.0028 -3.8470 0.4920
H -1.9097 -5.7988 -0.6945
H -0.8434 -6.5936 -2.7783
H 1.1374 -5.4271 -3.6792
H 2.0454 -3.4648 -2.5319
N 0.7844 4.4325 0.1792
C 0.1480 4.2476 -1.0214
C 0.1503 2.9064 -1.2318
N 0.7810 2.2779 -0.1694
C 1.1427 3.2376 0.6672
H 0.9453 5.3209 0.6330
H -0.2486 5.0664 -1.5982
H -0.2871 2.3644 -2.0512
H 1.6587 3.0985 1.6012
```

Computed properties:
Molar mass: 1017.97 g mol⁻¹
HOMO energy: -17.1 eV
Charge: +4
Energy above the lowest of the compared OMol25 structures with the same formula, charge and spin: 0.000 eV
E_LUMO: -12.908 eV